(one)
Molecular formula: C2H3NOS2
Method: DFT, wB97M-V/def2-TZVPD

```
! wB97M-V def2-TZVPD RIJCOSX def2/J DEFGRID3
* xyz 0 1
O 2.310 -0.222 0.106
C 1.537 -0.892 0.736
N 0.276 -1.287 0.319
S -0.404 -0.718 -1.129
C -1.104 0.791 -0.612
S -1.024 1.549 0.819
H 1.690 -1.258 1.760
H -0.269 -1.917 0.888
H -1.585 1.285 -1.506
*
```

For the HOMO energy, the calculation gives -9.0 eV. Its structure (SMILES) is O=CNSC=S. For the HOMO-LUMO gap, the calculation gives 8.69 eV. The molar mass comes out at 121.19 g/mol.

These are the Löwdin partial charges, in e, on atoms 1 to 4: O 0.032; C -0.431; N -0.333; S 0.899

(two)
Molecular formula: C2H3NOS2
Method: DFT, wB97M-V/def2-TZVPD

```
! wB97M-V def2-TZVPD RIJCOSX def2/J DEFGRID3
* xyz 0 1
O 1.115 -2.156 -1.121
N 1.303 -0.713 -0.894
C 0.358 -0.301 -0.137
S 0.413 1.395 0.276
C -1.229 1.551 0.856
S -1.631 2.913 1.656
H 1.922 -2.320 -1.666
H -0.364 -1.012 0.349
H -1.887 0.642 0.681
*
```

For the HOMO energy, the calculation gives -9.1 eV. Its structure (SMILES) is O/N=C/SC=S. For the HOMO-LUMO gap, the calculation gives 8.47 eV. The molar mass comes out at 121.19 g/mol.

These are the Löwdin partial charges, in e, on atoms 1 to 4: O -0.105; N -0.062; C -0.513; S 0.891

(three)
Molecular formula: C2H3NOS2
Method: DFT, wB97M-V/def2-TZVPD

```
! wB97M-V def2-TZVPD RIJCOSX def2/J DEFGRID3
* xyz 0 1
O 1.859 -0.768 -0.301
C 1.456 0.451 -0.035
S 2.422 1.825 0.546
C -0.095 0.641 0.343
N -0.835 -0.145 -0.588
S -2.506 -0.458 -0.291
H 0.951 -1.356 -0.302
H -0.367 1.503 1.163
H -2.884 -1.692 -0.535
*
```

For the HOMO energy, the calculation gives -8.9 eV. Its structure (SMILES) is OC(=S)/C=N/S. For the HOMO-LUMO gap, the calculation gives 7.43 eV. The molar mass comes out at 121.19 g/mol.

These are the Löwdin partial charges, in e, on atoms 1 to 4: O -0.013; C -0.787; S 0.562; C -0.184

Ranked by calculated energy, most stable first: (one), (two), (three).